[1]
The following is a DFT calculation (the ωB97M-V functional and the def2-TZVPD basis) of 6 unconnected molecules or ions with the total composition C17H32Br4O12.

Structure (XYZ):
```
65
Properties=species:S:1:pos:R:3:forces:R:3
C -2.913207 -1.179059 0.147530 -0.04 0.27 -1.35
C -2.146667 -2.066989 1.141480 -2.54 3.07 -1.85
C -1.562627 -1.299809 2.348630 0.22 -0.69 -1.90
O -1.905627 -2.191029 3.348300 0.59 -0.26 2.36
C -2.859387 -3.038759 2.926690 0.79 -4.87 4.97
O -3.175317 -4.055239 3.541920 0.27 2.51 -0.47
O -3.212737 -2.788479 1.757780 -0.90 0.27 -4.00
H -3.874817 -0.768509 0.455510 0.38 0.20 1.05
H -3.289007 -1.727949 -0.715950 0.46 -0.65 -0.11
H -2.357337 -0.365149 -0.317930 0.29 0.06 0.39
H -1.509737 -2.715229 0.539640 0.37 -0.29 0.70
H -2.003717 -0.321779 2.540980 0.08 0.04 -0.30
H -0.485637 -1.266839 2.183990 0.09 0.34 0.63
Br 4.719833 -1.796059 1.351950 -0.58 -1.68 0.03
C 3.627173 -3.266289 2.251550 -0.04 0.24 0.78
C 3.866553 -4.630049 1.688850 -0.14 0.60 -0.72
Br 3.115503 -4.629419 -0.153530 0.72 0.13 0.72
H 2.599023 -2.904499 2.262520 0.13 0.02 -0.50
H 3.937613 -3.244999 3.296190 0.40 0.41 0.16
H 3.313313 -5.375019 2.260720 -0.15 0.07 -0.04
H 4.924613 -4.890979 1.711830 -0.15 -0.07 -0.47
Br 4.338063 2.433231 -1.394780 0.18 -0.11 0.33
C 3.433563 0.941101 -0.520150 -0.41 1.12 -0.49
C 2.024803 0.925441 -1.107790 -0.09 -0.01 -0.25
Br 1.044703 -0.371599 -0.054940 -0.32 -0.38 0.03
H 3.284803 1.144631 0.540300 0.48 0.23 -0.06
H 4.126623 0.108171 -0.638440 -0.65 -0.26 -0.36
H 1.834063 0.742301 -2.165230 0.74 -0.61 0.05
H 1.522213 1.885381 -0.989430 0.23 0.02 0.63
C 1.984173 5.012901 -3.011770 0.18 -0.78 0.09
O 1.269573 3.921301 -3.625430 -2.17 0.61 -0.83
C -0.052447 4.118611 -4.004790 -1.15 2.74 1.12
O -0.829737 5.060971 -3.696310 3.17 -3.05 -0.80
O -0.388197 3.096451 -4.774140 1.90 -0.39 0.80
C -1.667227 3.072471 -5.297190 -1.54 0.29 -1.23
H 2.939333 4.511211 -2.856610 0.03 0.47 0.43
H 1.497673 5.296831 -2.078610 0.14 0.13 -0.09
H 2.168233 5.869141 -3.660670 -0.50 -0.10 -0.15
H -1.760597 3.868721 -6.035680 -0.28 0.31 0.27
H -2.428987 3.152421 -4.521660 0.01 0.09 -0.12
H -1.795067 2.161451 -5.881830 0.18 -0.20 0.44
C -1.317837 0.478541 -3.211710 -0.17 -1.63 0.10
O -2.652557 0.517421 -3.689200 -0.71 0.28 -0.96
C -3.674657 0.942811 -2.986030 -1.00 0.66 3.55
O -3.610587 1.231641 -1.764130 -0.47 -0.63 -3.52
O -4.788037 0.954991 -3.773070 1.05 -0.04 0.51
C -6.063937 1.127901 -3.142160 -0.26 0.11 1.48
H -0.915687 1.414441 -2.823820 -0.11 0.03 -0.56
H -0.883277 -0.025309 -4.075070 0.95 1.01 -0.08
H -1.188397 -0.305409 -2.465550 -0.43 0.19 0.60
H -6.176567 0.471041 -2.279640 0.22 -0.48 -0.20
H -6.892967 0.934781 -3.822970 0.61 0.02 -0.36
H -6.195517 2.098771 -2.664450 0.32 0.36 -0.54
C 0.669043 -2.293329 6.321590 0.85 -2.54 1.86
O 0.857733 -1.132879 5.608440 0.62 1.63 -2.04
C 2.026713 -0.972049 4.977360 2.28 -0.92 1.41
O 3.051933 -1.667309 5.067180 -2.27 0.20 -0.48
O 2.054233 0.172981 4.320270 -0.47 -0.07 0.21
C 2.983513 0.341571 3.253920 -1.34 0.54 -1.11
H 1.552333 -2.483349 6.931340 0.01 0.17 0.33
H 0.604493 -3.216389 5.745490 -0.30 0.31 -0.70
H -0.196127 -2.273849 6.984310 -0.02 0.65 -0.39
H 2.372713 1.073291 2.725130 0.85 0.47 -0.52
H 3.021923 -0.499229 2.561340 -0.34 -0.26 0.57
H 4.008153 0.679931 3.407960 -0.24 0.07 0.95
```
Positions in Å, forces in eV/Å.

Results
Spin multiplicity = 2
Frontier orbital gap (spin up / spin down) = 0.2941 / 0.0862 hartree
Net charge = +1

[2]
The following is a DFT calculation (the ωB97M-V functional and the def2-TZVPD basis) of a molecular structure, C28H47BrNO3P3Pt.

Structure (XYZ):
```
84
Properties=species:S:1:pos:R:3:forces:R:3
C 0.407662 -5.411717 2.193983 0.32 0.24 0.05
C 1.045954 -5.159068 0.959061 0.06 -0.64 0.12
C 0.531366 -5.836891 -0.166345 0.39 0.10 -0.14
C -0.571773 -6.692265 -0.020550 0.90 0.78 0.19
N -1.124315 -6.903411 1.168680 -1.20 -0.33 0.03
C -0.697022 -6.271121 2.255824 1.16 0.69 -0.53
C 2.171547 -4.226109 0.865416 -0.07 1.55 -0.68
C 2.860855 -3.219292 0.671385 -0.92 -2.09 1.22
C 3.298546 -1.872122 0.774191 -0.03 0.12 0.05
C 2.791210 -1.114630 1.873597 0.10 0.48 0.02
C 2.739511 0.291250 1.746666 -0.68 -2.18 0.18
C 2.777917 0.657767 0.408648 2.00 0.52 -0.76
C 3.628140 0.108688 -0.571402 0.22 -1.44 1.29
C 3.986899 -1.223969 -0.292439 0.06 0.61 -0.52
Pt 0.922684 1.387404 0.217194 -3.31 2.11 -0.33
P -0.996490 -0.033301 0.477093 0.01 -1.44 0.26
H 1.028950 -5.740642 -1.137913 -0.30 0.08 0.37
H 0.802967 -4.981240 3.116350 -0.16 0.02 -0.31
H -0.982755 -7.171596 -0.922559 0.10 -0.03 0.73
H -1.186212 -6.391942 3.229497 -0.02 -0.39 -0.58
H 4.716472 -1.755554 -0.931811 -0.89 0.10 0.30
H 2.308802 -1.602749 2.745291 0.72 0.17 -0.65
H 3.890395 0.608968 -1.504381 0.14 -0.21 0.73
H 2.373526 0.920873 2.561577 0.30 -0.39 -0.66
C -2.599946 0.868519 0.197451 0.20 0.57 -0.01
C -3.831676 0.032449 -0.132370 -0.38 -0.21 -0.12
H -2.476696 1.593699 -0.617791 0.34 -0.23 0.13
H -2.796532 1.527716 1.058855 0.28 -0.47 0.06
H -4.697415 0.709904 -0.171419 0.23 -0.24 -0.04
H -3.743152 -0.453528 -1.111814 -0.01 0.13 0.18
H -4.055189 -0.741723 0.606117 0.06 0.25 -0.17
C -0.909981 -1.508464 -0.672739 0.25 0.35 -0.32
C -1.798858 -2.728714 -0.425049 -0.26 -0.26 0.16
H 0.144893 -1.824080 -0.633668 -0.15 0.11 0.13
H -1.057072 -1.174122 -1.711588 -0.01 0.13 0.44
H -1.666623 -3.439592 -1.253490 0.01 0.22 0.23
H -1.529520 -3.258162 0.493633 0.05 0.09 -0.09
H -2.867023 -2.494108 -0.366765 0.28 0.02 -0.10
C -1.157106 -0.851376 2.163378 0.47 0.46 0.08
C -2.547084 -1.331550 2.589821 -0.38 -0.10 0.14
H -0.815216 -0.090637 2.879327 -0.12 -0.12 -0.16
H -0.420828 -1.669808 2.257827 -0.20 0.25 -0.47
H -2.495730 -1.786782 3.590133 0.12 0.15 -0.29
H -3.263025 -0.504943 2.661670 0.20 -0.08 -0.01
H -2.985823 -2.082443 1.923384 0.26 0.16 0.15
Br 2.202145 3.439717 -0.150474 1.03 0.17 0.21
P 0.476151 1.680157 -2.327077 -0.02 -0.33 -1.23
C -1.097003 1.138759 -3.162560 -0.43 -0.17 0.56
C -1.400994 1.714146 -4.555695 0.19 0.25 -0.34
H -1.886460 1.435040 -2.457161 -0.01 -0.20 -0.35
H -1.105201 0.040585 -3.212079 0.07 0.33 0.09
H -2.304822 1.270387 -4.995966 0.23 -0.10 0.39
H -1.586308 2.792918 -4.537203 0.07 -0.24 0.06
H -0.589804 1.528258 -5.269503 -0.11 0.03 0.20
C 0.767795 3.330886 -3.108363 -0.14 0.53 1.09
C 1.795952 3.409797 -4.236729 0.10 0.06 -0.28
H 1.058463 3.963251 -2.245654 -0.06 -0.15 -0.82
H -0.201160 3.733482 -3.455215 0.39 -0.39 0.24
H 1.942365 4.473486 -4.448847 0.03 -0.16 -0.06
H 2.785166 2.996612 -3.999112 -0.33 0.05 0.12
H 1.437978 2.937663 -5.162241 0.08 0.13 0.32
C 1.760933 0.481201 -2.914756 0.13 -0.07 0.23
C 1.767827 -0.044967 -4.351861 -0.16 0.13 -0.51
H 1.638710 -0.372838 -2.225986 0.23 0.32 -0.18
H 2.718640 0.974343 -2.692806 -0.53 -0.19 -0.15
H 2.559588 -0.796255 -4.504352 -0.26 0.19 0.40
H 0.817378 -0.527312 -4.606860 0.17 0.12 -0.03
H 1.984257 0.734222 -5.091451 -0.24 -0.08 0.22
C 1.839753 2.288791 4.171443 -0.01 0.24 -0.27
O 1.245832 3.069592 3.079254 -0.14 -0.13 -0.41
P 0.104702 2.853232 1.998938 -1.41 0.95 0.62
O -1.155048 2.325727 2.889762 0.92 0.30 -0.35
C -1.317364 2.671915 4.316460 0.06 0.12 0.07
O -0.240324 4.363546 1.547140 0.97 -1.63 0.87
C -1.527417 4.949917 1.376241 -0.59 0.56 -0.01
H 2.920089 2.305176 3.956556 -0.46 -0.01 0.42
H 1.479325 1.241695 4.247962 -0.04 0.68 -0.22
H 1.590971 2.830327 5.091128 0.26 -0.19 -0.24
H -2.375242 2.448623 4.507429 0.44 0.28 0.12
H -0.676190 2.031357 4.951819 -0.42 0.19 -0.51
H -1.057191 3.732121 4.544704 -0.36 -0.72 -0.46
H -2.296278 4.481978 2.002612 0.23 -0.04 -0.20
H -1.436374 6.003937 1.672512 0.03 -0.38 -0.10
H -1.796074 4.908942 0.316033 -0.06 -0.08 0.22
```
Positions in Å, forces in eV/Å.

Results
Spin multiplicity = 3
Frontier orbital gap (spin up / spin down) = 0.2328 / 0.1611 hartree
Net charge = +2

Ordered DFT total energy results: -11865.45648, -5092.31966; unit a.u..